Record 1
13
Properties=species:S:1:pos:R:3:forces:R:3 method="wB97M-V/def2-TZVPD" total_charge=0 homo_lumo_gap_ev=8.860 relative_energy_kcal_mol=39.6 e_lumo_ev=0.848 e_tot_ha=-663.66546
C -0.462 -0.653 -0.071 0.4 -0.1 0.0
C 2.125 -0.306 -0.024 0.4 0.0 0.7
C 1.278 0.938 -0.066 0.9 0.0 0.1
C -0.027 0.754 -0.077 -1.1 0.6 -0.2
H -2.637 0.438 0.592 0.4 0.8 0.7
H -3.525 -0.807 0.118 0.4 0.2 -0.3
H 2.768 -0.344 0.888 -0.5 0.1 -0.5
H 2.805 -0.377 -0.870 0.0 0.1 -0.2
H 1.766 1.913 -0.075 -0.2 -0.2 -0.1
H -0.756 1.576 -0.170 0.5 -0.6 0.2
N -2.689 -0.263 -0.112 -1.0 -1.0 -0.5
N -1.620 -1.161 -0.089 0.2 0.1 0.1
S 0.977 -1.707 -0.046 -0.2 0.0 0.0

Record 2
9
Properties=species:S:1:pos:R:3:forces:R:3 method="wB97M-V/def2-TZVPD" total_charge=0 homo_lumo_gap_ev="6.953 / 8.214" relative_energy_kcal_mol=141.7 e_lumo_ev="-2.416 / -1.667" e_tot_ha=-947.04246
N -0.890 1.219 -1.288 -0.3 1.4 2.2
O -1.944 -0.181 0.472 0.8 -0.1 0.5
O -0.614 1.892 1.133 0.0 -1.7 -0.9
P 1.990 -1.493 0.730 -0.2 -0.7 -1.6
S -0.767 0.658 0.330 -1.2 2.0 -0.6
H -0.585 0.578 -1.957 0.6 -1.0 -1.3
H -0.692 2.217 -1.427 0.3 -0.9 0.1
H 1.690 -2.797 0.055 0.2 1.3 0.5
H 1.812 -2.093 1.951 -0.2 -0.3 1.0

Record 3
126
Properties=species:S:1:pos:R:3:forces:R:3 method="wB97M-V/def2-TZVPD" total_charge=+1 homo_lumo_gap_ev=6.557 relative_energy_kcal_mol=0.0 e_lumo_ev=-4.752 e_tot_ha=-20273.19283
O -0.076 7.089 -4.589 0.4 0.0 -0.3
N 0.822 6.625 -5.161 -0.4 0.6 0.3
O 0.533 5.243 -5.517 0.4 -0.3 0.2
C 1.024 4.390 -4.465 -1.8 -0.3 -0.9
C -0.199 3.620 -3.958 0.1 -1.3 1.1
C -1.475 4.158 -4.090 0.2 1.8 -0.7
N -2.602 3.609 -3.685 0.5 -0.6 -0.5
C -3.877 4.314 -3.833 -0.3 1.1 0.6
C -3.951 5.388 -2.676 1.4 -0.6 -0.5
O -3.249 4.905 -1.533 -0.7 -0.1 0.2
N -2.617 2.426 -3.124 -0.4 0.2 -0.2
C -1.444 1.873 -2.977 0.7 -2.1 0.5
C -0.179 2.357 -3.324 0.0 2.3 -1.1
P 1.332 1.390 -2.977 0.5 -1.7 1.0
O 1.112 -0.067 -3.003 -0.6 -0.1 -0.4
H 1.503 4.970 -3.678 0.0 -0.2 0.0
H 1.701 3.680 -4.925 0.2 0.1 0.1
H -1.553 5.142 -4.545 -0.2 -0.2 0.0
H -4.713 3.622 -3.804 0.3 -0.3 0.1
H -3.862 4.851 -4.783 -0.1 -0.3 0.0
H -3.387 6.262 -3.021 -0.6 0.2 -0.1
H -4.987 5.623 -2.433 0.2 0.0 0.0
H -2.332 5.186 -1.588 0.0 0.1 0.2
H -1.465 0.887 -2.522 -0.2 0.0 -0.2
H 2.357 1.811 -3.841 -0.4 0.4 -0.1
H 1.746 1.761 -1.672 -0.1 0.7 -0.4
C -2.343 2.108 1.072 -0.2 0.0 0.3
Cl -1.856 3.351 2.222 0.0 0.1 0.0
Cl -1.131 1.937 -0.215 0.1 0.0 0.5
H -2.438 1.161 1.595 0.2 0.0 0.0
H -3.291 2.385 0.626 0.1 0.1 -0.1
C 3.632 -2.099 -3.549 -0.2 -0.1 -0.1
Cl 4.134 -0.889 -2.361 0.1 0.1 0.1
Cl 4.803 -2.247 -4.866 0.0 0.0 0.0
H 3.536 -3.057 -3.051 0.1 0.0 0.0
H 2.677 -1.798 -3.964 0.0 0.1 0.1
C -2.534 2.328 6.126 0.0 0.1 0.1
Cl -2.927 1.090 4.923 0.0 -0.1 0.0
Cl -0.806 2.695 6.123 0.0 0.0 0.0
H -3.086 3.230 5.887 0.0 0.0 -0.1
H -2.817 1.964 7.108 0.1 -0.1 0.0
C 5.148 4.904 -3.737 0.3 0.2 0.0
Cl 3.803 3.740 -3.694 1.0 -0.1 0.6
Cl 4.740 6.326 -4.699 0.0 0.1 0.2
H 5.366 5.215 -2.722 -0.1 0.0 0.0
H 6.012 4.418 -4.175 -0.1 -0.1 -0.1
C -0.284 -0.327 8.979 0.1 0.0 0.0
Cl -1.729 -0.785 8.076 -0.2 0.1 0.4
Cl -0.378 1.339 9.569 0.0 0.0 0.0
H -0.182 -0.991 9.830 -0.1 0.0 0.0
H 0.576 -0.421 8.325 -0.1 0.1 -0.1
C 0.570 -2.893 5.293 -0.2 -0.1 -0.1
Cl -0.703 -1.670 5.246 0.2 0.0 -0.2
Cl 0.972 -3.351 6.958 0.1 0.0 0.0
H 0.231 -3.774 4.760 0.0 0.0 0.1
H 1.461 -2.496 4.825 0.1 0.0 0.2
C 5.697 -5.677 -2.537 0.1 0.0 -0.1
Cl 5.298 -5.079 -0.922 0.1 0.1 0.0
Cl 4.273 -5.706 -3.580 0.0 -0.1 0.0
H 6.439 -5.020 -2.978 -0.1 0.1 0.0
H 6.091 -6.682 -2.451 -0.1 0.0 0.1
C -4.753 6.716 0.893 0.2 -0.1 0.1
Cl -5.311 7.264 2.473 0.0 0.0 0.0
Cl -6.077 6.672 -0.286 0.0 0.0 0.0
H -3.991 7.399 0.534 -0.1 0.1 0.0
H -4.344 5.717 0.992 -0.1 0.0 0.0
C 0.293 -5.451 -4.276 -0.1 -0.1 0.0
Cl 0.767 -4.248 -3.070 -0.1 0.0 0.0
Cl 1.465 -5.569 -5.597 -0.1 0.0 0.0
H 0.217 -6.418 -3.793 0.1 0.0 0.0
H -0.667 -5.164 -4.691 0.1 0.1 0.0
C 4.215 -0.257 4.604 0.0 0.0 0.1
Cl 3.621 0.469 3.104 0.3 0.3 0.1
Cl 4.127 -2.023 4.567 0.1 0.2 0.0
H 5.249 0.039 4.743 0.0 0.0 -0.1
H 3.611 0.102 5.430 -0.1 0.0 -0.1
C 4.676 3.233 -7.693 -0.1 0.1 0.1
Cl 3.396 4.199 -6.931 -0.2 0.0 -0.5
Cl 6.271 3.673 -7.071 0.0 0.0 0.0
H 4.496 2.187 -7.486 -0.1 0.3 0.1
H 4.656 3.408 -8.763 0.0 0.1 0.0
C 1.318 5.334 3.128 -0.1 -0.1 0.1
Cl 2.202 6.082 1.788 0.0 0.1 0.0
Cl 1.681 3.615 3.274 0.0 0.0 0.0
H 1.598 5.830 4.050 0.1 0.0 0.0
H 0.255 5.452 2.950 0.0 0.0 -0.1
C -5.723 0.531 7.033 0.1 -0.1 0.0
Cl -7.160 0.069 6.111 0.0 0.0 0.0
Cl -5.817 2.211 7.583 0.1 0.0 0.0
H -5.636 -0.117 7.898 -0.1 0.1 0.0
H -4.856 0.429 6.390 -0.1 0.0 0.0
C 0.949 -1.151 0.818 0.2 0.0 0.0
Cl 1.202 -1.633 2.499 -0.2 -0.1 -0.5
Cl -0.546 -1.817 0.149 0.0 0.0 0.0
H 0.894 -0.068 0.774 -0.1 0.0 0.1
H 1.784 -1.506 0.223 -0.1 -0.1 0.0
C -1.910 -5.502 2.899 -0.1 -0.1 0.1
Cl -2.446 -3.820 3.011 0.0 0.0 0.0
Cl -0.153 -5.643 3.052 -0.4 0.2 0.2
H -2.376 -6.069 3.698 0.0 0.0 0.0
H -2.209 -5.902 1.938 0.1 0.1 0.0
C -0.897 -9.585 2.294 0.0 -0.1 0.0
Cl -1.169 -9.092 3.970 0.1 -0.1 0.0
Cl -0.927 -8.204 1.191 0.0 -0.3 -0.3
H 0.073 -10.064 2.225 0.0 0.1 0.0
H -1.678 -10.277 2.002 -0.1 0.1 0.0
C -5.059 -9.985 1.593 -0.1 0.0 0.0
Cl -4.582 -8.758 2.773 -0.1 0.0 0.0
Cl -3.904 -10.085 0.257 -0.1 -0.1 -0.1
H -5.101 -10.948 2.090 0.1 0.0 0.0
H -6.033 -9.728 1.194 0.1 0.1 0.0
C -6.790 2.457 2.819 -0.2 0.0 0.1
Cl -7.184 1.221 1.619 0.0 0.0 0.0
Cl -5.060 2.834 2.816 -0.1 0.2 0.0
H -7.344 3.360 2.586 0.1 0.0 -0.1
H -7.064 2.091 3.803 0.1 -0.1 0.0
C 6.158 -0.164 -9.661 0.0 -0.1 -0.1
Cl 5.799 0.338 -8.002 0.3 -0.6 0.0
Cl 6.135 1.209 -10.772 0.0 0.0 0.0
H 7.143 -0.616 -9.680 0.0 0.1 0.0
H 5.411 -0.883 -9.976 -0.1 0.1 0.0
C 3.733 -5.590 2.274 0.1 0.0 -0.2
Cl 3.357 -4.990 3.894 -0.1 -0.2 0.1
Cl 2.300 -5.633 1.241 0.5 0.0 -0.2
H 4.470 -4.931 1.829 -0.1 0.1 0.0
H 4.132 -6.595 2.354 -0.1 0.0 0.1

Record 4
6
Properties=species:S:1:pos:R:3:forces:R:3 method="wB97M-V/def2-TZVPD" total_charge=0 s2=8.778 multiplicity=6 homo_lumo_gap_ev="5.964 / 5.928" relative_energy_kcal_mol=12.8 e_lumo_ev="-0.605 / -0.861" e_tot_ha=-1347.59970
O -0.571 0.873 -1.365 0.1 0.1 -0.1
C 1.280 -0.947 1.893 0.5 0.0 0.4
O 0.685 -0.728 0.790 0.1 -0.5 0.5
Mn -0.963 -0.127 0.059 0.1 0.6 -0.9
Li 1.097 1.127 -1.748 -0.7 -0.2 0.2
H 0.638 -0.522 2.731 -0.1 -0.1 0.0